1.
Density functional theory data (the ωB97M-V functional and the def2-TZVPD basis) for one molecule with the formula C5H7N.

Geometry as XYZ:
```
13
Properties=species:S:1:pos:R:3:forces:R:3:mulliken_charge:R:1
C 0.50452 -1.36118 0.23360 0.0626 0.0567 0.2463 -0.289
H -2.00764 -0.34234 0.20906 0.0647 -0.2177 -0.4794 0.255
H -0.37328 -1.85403 -0.25311 -0.3937 0.5170 0.7047 0.362
C -0.14557 1.12423 0.66825 -0.2264 0.0344 0.0961 -0.540
C 0.97179 -0.17924 -0.47668 0.2134 0.0413 -0.3473 -0.419
H 1.18343 -2.08751 0.66220 0.0274 0.0080 -0.1369 0.266
H -0.48110 1.22636 -1.60999 0.1120 0.1155 0.1167 0.471
N 0.73072 -0.06044 0.98374 0.3919 0.1581 0.1736 -0.456
C -0.36953 0.57941 -0.73509 -0.1565 0.0239 -0.1184 0.131
H 1.95055 0.05441 -0.89293 -0.2941 -0.1674 -0.1059 0.377
H -1.01980 1.35935 1.29256 0.1620 -0.4113 0.0145 0.295
C -1.47919 -0.44821 -0.77588 0.1902 0.1325 -0.1563 -0.745
H 0.53510 1.98919 0.69427 -0.1535 -0.2912 -0.0079 0.291
```
Forces are in eV/Å.

Total energy in hartree: -249.2058
Energy above the lowest of the compared OMol25 structures with the same formula, charge and spin in kJ/mol: 702.0
Frontier orbital gap in Eh: 0.3103
HOMO level in eV: -8.82
Molar mass in g/mol: 81.12


2.
Density functional theory data (the ωB97M-V functional and the def2-TZVPD basis) for one molecule with the formula C5H7N at a distorted geometry.

Geometry as XYZ:
```
13
Properties=species:S:1:pos:R:3:forces:R:3:mulliken_charge:R:1
H 0.42964 1.61307 1.02993 0.2090 -0.0158 -0.1304 0.286
C -1.86637 0.03963 0.26189 -0.1409 -0.1625 -0.5243 -0.446
N -0.45709 -0.06460 0.29215 0.4506 -0.2555 0.5950 -0.141
C 2.82023 -0.51010 0.41567 -0.3064 0.3282 -0.0507 0.185
H -1.06505 -1.87280 -0.73385 0.3101 -0.0173 0.2387 0.202
H -0.75648 -0.42453 -1.79418 -0.9217 0.1574 0.6138 0.245
H -2.48559 0.79255 -0.21647 0.5910 0.6815 -0.0285 0.237
H 0.57231 1.50336 -0.73915 -0.0507 -0.0694 0.0455 0.333
C -1.01764 -0.78973 -0.77461 -0.4630 -0.1911 0.3341 -0.458
H -2.28161 -0.26665 1.23896 -0.2585 -0.6357 -1.0012 0.237
C 1.84474 0.18843 0.32955 0.5772 -0.1262 -0.0523 -0.381
H 3.68765 -1.12636 0.49387 -0.1182 0.1144 0.0005 0.390
C 0.57525 0.91773 0.19623 0.1215 0.1921 -0.0403 -0.690
```
Forces are in eV/Å.

Total energy in hartree: -249.3246
Energy above the lowest of the compared OMol25 structures with the same formula, charge and spin in kJ/mol: 390.2
Frontier orbital gap in Eh: 0.3708
SMILES string: C#CCN1CC1
HOMO level in eV: -8.96
Molar mass in g/mol: 81.12


3.
Density functional theory data (the ωB97M-V functional and the def2-TZVPD basis) for one molecule with the formula C5H7N at a distorted geometry.

Geometry as XYZ:
```
13
Properties=species:S:1:pos:R:3:forces:R:3:mulliken_charge:R:1
H -0.54431 -1.94128 0.13062 0.1346 0.0584 0.0799 0.273
C -1.11360 0.66949 -0.62111 0.0269 -0.2012 1.0926 -0.757
H -1.60482 -0.01294 -1.33333 0.3293 0.0119 0.8350 0.283
N 0.98135 -0.29247 -1.40867 0.2385 -0.0774 -0.1216 -0.899
C 0.34569 0.81321 -0.84548 0.2613 0.3600 -0.3695 0.179
H 0.80074 1.79896 -0.67022 0.0824 -0.2606 0.0375 0.363
H -0.25883 0.80871 1.54868 -0.3247 -0.1757 -0.7848 0.369
H 0.30956 -1.57105 1.71128 0.0641 0.0464 -0.1394 0.282
C 0.04597 -1.23716 0.71048 0.0989 -0.0526 -0.1025 -0.739
H -1.71685 1.52490 -0.35876 0.1358 0.4751 -0.2539 0.282
H 2.01536 -0.23500 0.53490 -0.2553 0.1620 -0.0668 0.363
C -0.38215 0.18570 0.65096 -1.1773 -0.1442 -0.1653 -0.082
C 1.12190 -0.51107 -0.04936 0.3855 -0.2021 -0.0412 0.082
```
Forces are in eV/Å.

Total energy in hartree: -249.3102
Energy above the lowest of the compared OMol25 structures with the same formula, charge and spin in kJ/mol: 428.1
Frontier orbital gap in Eh: 0.3081
HOMO level in eV: -7.38
Molar mass in g/mol: 81.12